ORCA calculation (ωB97M-V/def2-TZVPD) on a 2-piece molecular cluster, CH5NO overall.

```
! wB97M-V def2-TZVPD RIJCOSX def2/J DEFGRID3
* xyz 0 1
O 1.5693 2.4879 0.0138
N -2.3107 -2.8360 0.2802
C 1.4630 1.2860 -0.2346
H 0.8260 0.7102 0.4290
H -1.8193 -3.5791 -0.1572
H -2.8026 -2.2646 -0.4278
H -3.0911 -3.4685 0.7923
H 1.7297 0.8340 -1.3005
*
```

Computed properties:
SMILES ... C=O.N
E_LUMO ... 0.682 eV
HOMO level ... -0.3744 Ha
Kohn-Sham gap ... 10.871 eV



ORCA calculation (ωB97M-V/def2-TZVPD) on one molecule with the formula C5H4ClFO.

```
! wB97M-V def2-TZVPD RIJCOSX def2/J DEFGRID3
* xyz 0 1
Cl -0.9182 -1.4577 1.4794
F -1.6710 1.0999 1.6452
O 1.5581 -0.3000 0.6764
C -0.6861 0.2845 1.0616
C 0.6583 0.7677 0.7623
C -0.1197 -0.2982 -1.3193
C -0.2865 0.7418 -0.2335
C -0.2741 -1.1708 -2.1912
H 1.4448 -1.0262 -0.0307
H -0.7835 1.7306 -0.4196
H 0.1490 -1.9638 -2.7676
H 0.9288 1.5922 1.3370
*
```

Computed properties:
SMILES ... C#C[C@@H]1[C@H](O)[C@]1(F)Cl
E_LUMO ... 0.635 eV
HOMO level ... -0.3653 Ha
Kohn-Sham gap ... 10.575 eV



ORCA calculation (ωB97M-V/def2-TZVPD) on a 2-piece molecular cluster, CH4N3P overall.

```
! wB97M-V def2-TZVPD RIJCOSX def2/J DEFGRID3
* xyz 0 1
P -0.1813 -1.7087 -0.7717
N -0.5533 -2.0007 -2.2279
N 1.4924 0.7001 -1.3575
N -0.3693 1.5069 1.6858
C 0.8426 -0.1964 -1.0692
H -0.5409 2.2729 2.2350
H 0.6232 1.6668 1.6686
H -0.3621 0.6348 2.2464
H -0.9515 -2.8757 -2.4093
*
```

Computed properties:
SMILES ... [H]/N=P/C#N.N
E_LUMO ... -1.124 eV
HOMO level ... -0.3831 Ha
Kohn-Sham gap ... 9.300 eV



ORCA calculation (ωB97M-V/def2-TZVPD) on an isolated ion of composition C5H6N and charge +1.

```
! wB97M-V def2-TZVPD RIJCOSX def2/J DEFGRID3
* xyz 1 1
N -2.7907 0.3270 0.1423
C 1.1492 -0.6435 -0.1984
C -0.2615 -0.0928 -0.0990
C 3.5828 0.4760 0.1675
C 2.4257 0.0964 0.0616
C -1.4339 0.1524 0.0137
H 4.3323 1.1370 0.4381
H -3.3785 -0.0585 0.9484
H -2.9875 1.3205 0.0310
H -2.9560 -0.2468 -0.7643
H 1.1928 -1.4089 0.4937
H 1.1253 -1.0588 -1.2347
*
```

Computed properties:
SMILES ... C#CCC#C[NH3+]
E_LUMO ... -4.443 eV
HOMO level ... -0.4921 Ha
Kohn-Sham gap ... 8.948 eV



ORCA calculation (ωB97M-V/def2-TZVPD) on a 3-piece molecular cluster, C2H3N3O4 overall.

```
! wB97M-V def2-TZVPD RIJCOSX def2/J DEFGRID3
* xyz 0 1
O -1.5960 -0.0661 0.3034
O -3.0028 -2.8479 -0.5896
O -0.6840 1.7847 -0.3808
O -1.1866 -1.8018 -1.5110
N -0.6520 0.5276 -0.1671
N 1.5022 0.0590 -1.1907
N 1.7579 1.1470 1.9351
C 0.6440 0.1882 -0.3946
C -2.0987 -2.2879 -1.0453
H 1.8899 2.2130 1.8739
H 2.4158 0.1424 -1.4745
H 1.0103 0.9418 2.6412
*
```

Computed properties:
E_LUMO (alpha / beta) ... -1.259 / -1.216 eV
HOMO level (alpha / beta) ... -0.3926 / -0.3115 Ha
Kohn-Sham gap (alpha / beta) ... 9.424 / 7.260 eV